*A*
Molecular formula: C3H12N2O2
Method: DFT, ωB97M-V/def2-TZVPD

Results
HOMO energy: -9.133 eV
HOMO-LUMO gap: 4.530 eV
multiplicity: 1

Element x y z (Å)
1 N -1.5968 -0.1256 -0.5270
2 C -0.2831 -0.6539 -0.2324
3 C 0.0013 -1.9781 -0.8872
4 O 0.7826 1.1238 2.2943
5 C 0.7682 0.3450 -0.7058
6 N 2.0042 -0.1410 -0.1571
7 H -1.6428 0.7913 -0.0893
8 H -2.3055 -0.7393 -0.2341
9 H -0.1100 -0.7793 0.8537
10 H -0.6236 -2.7968 -0.4823
11 H 1.0945 -2.1757 -0.7456
12 H 1.4137 0.8058 1.5598
13 H 0.6950 0.4269 -1.7810
14 H 0.4301 1.3280 -0.2992
15 H 2.8295 0.3359 -0.5552
16 H -0.2194 -1.9404 -1.9516
17 H -0.0466 1.5161 1.8033
18 H -1.9135 2.6575 1.2035
19 O -1.2779 1.9999 0.9332

*B*
Molecular formula: C3H12N2O2
Method: DFT, ωB97M-V/def2-TZVPD

Results
HOMO energy: -9.814 eV
HOMO-LUMO gap: 10.247 eV
multiplicity: 1
structure (SMILES): CC/N=C\N.O.O

Element x y z (Å)
1 C 1.3466 -0.7740 -1.4901
2 C 0.3444 -0.5691 -0.3567
3 N 0.6720 0.7503 0.2597
4 C -0.0903 1.2014 1.1539
5 N -1.2447 0.5788 1.6565
6 H 1.4325 0.1155 -2.1054
7 H 2.3143 -0.9317 -1.0109
8 H 1.1452 -1.6866 -2.0461
9 H -0.6983 -0.5258 -0.6663
10 H 0.4803 -1.3385 0.4018
11 H 0.2105 2.1019 1.6941
12 H -1.9648 0.4098 0.9724
13 H -1.6962 1.1235 2.3843
14 O -4.0148 -1.0594 -1.2015
15 H -3.4973 -0.8863 -0.4166
16 H -4.8989 -1.4197 -1.0674
17 O 3.5355 0.6843 0.4148
18 H 2.5928 0.9205 0.4804
19 H 4.0314 1.3050 0.9433

Most stable pick: *B*. Distance to second place: 0.2280 hartree.

*A*
Molecular formula: C3H12N2O2
Method: DFT, ωB97M-V/def2-TZVPD

Results
HOMO energy: -8.976 eV
HOMO-LUMO gap: 9.668 eV
multiplicity: 1
structure (SMILES): NCCNCO.O

Element x y z (Å)
1 N -2.2738 -1.6663 -1.0345
2 C -1.2052 -1.7218 -0.0140
3 C -0.8084 -0.3261 0.5254
4 N -0.6810 0.6366 -0.5603
5 C -0.1903 1.9171 -0.0978
6 O 0.3358 2.5948 -1.2356
7 H -3.0953 -2.1413 -0.6627
8 H -2.5311 -0.6926 -1.1389
9 H -1.4614 -2.2839 0.8894
10 H -0.3197 -2.2048 -0.4400
11 H 0.1367 -0.4931 1.0580
12 H -1.6309 0.0094 1.1587
13 H -0.0347 0.2653 -1.2522
14 H 0.6095 1.7638 0.6315
15 H -1.0366 2.5074 0.2626
16 H 0.9733 3.2336 -0.9006
17 O 4.0466 -0.3383 0.8423
18 H 4.8559 0.1762 0.9012
19 H 4.3106 -1.2358 1.0676

*B*
Molecular formula: C3H12N2O2
Method: DFT, ωB97M-V/def2-TZVPD

Results
HOMO energy: -9.237 eV
HOMO-LUMO gap: 10.224 eV
multiplicity: 1
structure (SMILES): [H]/N=C/NCC.O.O

Element x y z (Å)
1 H -0.1628 -1.5752 -2.7274
2 N -0.4197 -1.2654 -1.7914
3 C -0.4892 0.0056 -1.8051
4 N -0.7126 0.7790 -0.6982
5 C 0.3349 1.6978 -0.2650
6 C -0.0043 2.3773 1.0392
7 H -0.3328 0.5407 -2.7475
8 H -1.3392 0.4315 0.0118
9 H 1.2824 1.1604 -0.1826
10 H 0.5300 2.4308 -1.0480
11 H -0.4911 1.6849 1.7213
12 H 0.8966 2.7648 1.5173
13 H -0.6729 3.2127 0.9209
14 O -0.3755 -2.4760 0.7904
15 H -0.4505 -1.9981 -0.0661
16 H -1.2473 -2.5355 1.2013
17 O 1.4249 -0.6787 1.8923
18 H 2.2459 -1.1073 2.1309
19 H 0.7932 -1.3014 1.4875

*C*
Molecular formula: C3H12N2O2
Method: DFT, ωB97M-V/def2-TZVPD

Results
HOMO energy: -9.620 eV
HOMO-LUMO gap: 10.151 eV
multiplicity: 1
structure (SMILES): CC/N=C\N.O.O

Element x y z (Å)
1 C -0.8622 -0.5114 0.2998
2 C -0.6722 -1.2165 -1.0117
3 N 0.3950 -0.6408 -1.8215
4 C 1.1551 -1.4209 -2.4808
5 N 1.1122 -2.8045 -2.7111
6 H 0.0201 -0.4372 0.9372
7 H -1.6538 -0.9201 0.9265
8 H -1.1173 0.5534 0.2198
9 H -1.5730 -1.0774 -1.6454
10 H -0.7475 -2.3074 -0.9347
11 H 1.9060 -0.9183 -3.0936
12 H 0.5058 -3.2954 -2.0612
13 H 2.0337 -3.1370 -2.4255
14 O 0.4235 1.2202 6.0387
15 H -0.1283 1.8171 5.4951
16 H 0.0180 0.3901 5.8730
17 O -0.4597 4.9569 -0.8879
18 H -0.2062 5.6143 -0.2493
19 H -0.1490 4.1349 -0.4674

*D*
Molecular formula: C3H12N2O2
Method: DFT, ωB97M-V/def2-TZVPD

Results
HOMO energy: -8.000 eV
HOMO-LUMO gap: 8.796 eV
multiplicity: 1
structure (SMILES): CC/N=C\N.O.O

Element x y z (Å)
1 C 2.1946 0.3754 2.3916
2 C 1.1026 0.0132 1.3476
3 N 1.2356 0.6241 0.0315
4 C 0.8667 0.0532 -1.0394
5 N -0.4421 -0.2309 -1.3184
6 H 3.1058 -0.2052 2.2852
7 H 2.3880 1.4435 2.3515
8 H 1.6369 0.0163 3.2594
9 H 1.0959 -1.0814 1.3342
10 H 0.1445 0.3205 1.7914
11 H 1.5637 -0.1926 -1.8533
12 H -1.0539 0.3678 -0.7856
13 H -0.7020 -0.4075 -2.2692
14 O -5.4003 -3.9664 -1.4750
15 H -5.8195 -4.1062 -0.6207
16 H -6.0729 -3.8712 -2.1524
17 O 1.5269 3.4356 0.1472
18 H 1.8753 2.5598 0.3696
19 H 1.9165 3.6832 -0.6919

Most stable pick: *B*. Distance to second place: 0.0251 hartree.